(1)
Computed, not measured: a molecular structure, C33H35N2OsP2SSi, with ωB97M-V/def2-TZVPD.

Multiplicity: 1
Total charge: +3
Highest occupied orbital energy in Ha: -0.634
Lowest unoccupied orbital energy in eV: -10.26
Orbital gap in eV: 6.983

Atoms and positions in Å:
Os1 -0.482 0.340 -0.192
C1 -2.827 3.437 3.915
Si1 -1.520 4.500 3.130
C2 -2.122 5.395 1.618
C3 -0.687 5.623 4.344
C4 -0.145 3.275 2.512
C5 1.190 3.341 2.960
C6 2.176 2.477 2.502
C7 1.843 1.503 1.578
N1 0.578 1.411 1.159
C8 -0.366 2.268 1.606
S1 -1.882 1.793 0.737
H1 -3.621 4.076 4.307
H2 -2.428 2.864 4.755
H3 -3.297 2.742 3.216
H4 -2.882 6.123 1.913
H5 -2.584 4.735 0.880
H6 -1.317 5.948 1.130
H7 -1.424 6.332 4.729
H8 0.112 6.214 3.891
H9 -0.284 5.087 5.207
H10 1.461 4.100 3.684
H11 3.196 2.553 2.851
H12 2.564 0.810 1.172
C9 2.422 -1.600 -0.357
N2 1.024 -1.316 -0.826
P1 -0.282 -1.890 0.177
C10 0.280 -2.481 1.734
C11 0.581 -3.848 1.836
C12 1.052 -4.342 3.038
C13 1.190 -3.493 4.133
C14 0.866 -2.144 4.036
C15 0.416 -1.628 2.835
C16 -1.351 -3.049 -0.601
C17 -2.390 -3.505 0.229
C18 -3.288 -4.434 -0.263
C19 -3.142 -4.918 -1.559
C20 -2.106 -4.470 -2.373
C21 -1.215 -3.520 -1.908
P2 0.722 -0.106 -2.067
C22 2.236 0.546 -2.681
C23 2.568 1.859 -2.324
C24 3.725 2.429 -2.825
C25 4.550 1.694 -3.669
C26 4.226 0.388 -4.019
C27 3.071 -0.194 -3.530
C28 -0.482 -0.642 -3.227
C29 -0.265 -1.165 -4.505
C30 -1.363 -1.496 -5.281
C31 -2.656 -1.304 -4.797
C32 -2.879 -0.761 -3.536
C33 -1.789 -0.424 -2.761
H13 2.669 -2.619 -0.649
H14 2.482 -1.510 0.724
H15 3.112 -0.910 -0.832
H16 0.446 -4.513 0.991
H17 1.297 -5.392 3.130
H18 1.541 -3.892 5.075
H19 0.953 -1.502 4.902
H20 0.142 -0.583 2.764
H21 -2.486 -3.153 1.250
H22 -4.092 -4.791 0.366
H23 -3.836 -5.658 -1.935
H24 -1.995 -4.865 -3.374
H25 -0.421 -3.163 -2.555
H26 1.910 2.443 -1.690
H27 3.980 3.448 -2.568
H28 5.455 2.143 -4.058
H29 4.876 -0.175 -4.675
H30 2.840 -1.219 -3.796
H31 0.729 -1.277 -4.912
H32 -1.213 -1.887 -6.278
H33 -3.501 -1.554 -5.425
H34 -3.886 -0.583 -3.184
H35 -1.970 0.079 -1.791

Löwdin population analysis, charges in e, atoms 1 to 6: 0.86 -0.16 0.52 -0.16 -0.17 -0.17

(2)
Computed, not measured: a molecular structure, H16O8Xe, with ωB97M-V/def2-TZVPD.

Multiplicity: 1
Highest occupied orbital energy in Ha: -0.370
Lowest unoccupied orbital energy in eV: -0.43
Orbital gap in eV: 9.640

Atoms and positions in Å:
Xe1 0.494 -0.699 0.151
O1 -0.068 0.068 3.898
H1 -0.701 0.616 3.434
H2 0.553 0.689 4.278
O2 2.572 -0.321 -2.921
H3 2.180 0.551 -2.881
H4 1.825 -0.919 -2.938
O3 -1.031 2.994 0.299
H5 -0.743 3.744 -0.220
H6 -1.595 2.495 -0.292
O4 -2.033 1.569 2.751
H7 -2.379 0.863 2.204
H8 -1.918 2.304 2.149
O5 -2.100 -2.357 -2.308
H9 -2.125 -2.147 -1.375
H10 -1.909 -1.522 -2.737
O6 1.715 2.136 -2.092
H11 1.473 2.568 -1.272
H12 1.350 2.698 -2.776
O7 1.209 -2.409 3.895
H13 0.769 -1.610 3.605
H14 0.582 -2.827 4.486
O8 0.908 -2.583 -2.998
H15 0.953 -3.243 -3.689
H16 0.019 -2.659 -2.651

Löwdin population analysis, charges in e, atoms 1 to 6: 0.28 -0.08 -0.03 0.06 -0.10 -0.04

(3)
Computed, not measured: C23H17ClF4N4O in the gas phase at a distorted geometry, with ωB97M-V/def2-TZVPD.

Multiplicity: 1
SMILES: C[C@@H](Nc1nccc(Cl)c1NC(=O)CC#N)c1ccc(-c2cccc(F)c2C(F)(F)F)cc1
Highest occupied orbital energy in Ha: -0.317
Lowest unoccupied orbital energy in eV: 0.23
Orbital gap in eV: 8.861

Atoms and positions in Å:
N1 0.749 7.589 0.350
O1 -2.053 4.266 2.046
F1 4.055 -6.228 -1.108
F2 2.476 -6.242 1.095
F3 0.800 -4.960 0.871
F4 2.817 -4.290 1.665
Cl1 -1.159 5.015 -2.560
C1 0.283 6.767 1.085
N2 -2.610 1.030 -0.884
C2 -1.069 4.731 1.434
C3 -2.676 1.313 -2.248
C4 -1.967 1.897 -0.005
C5 2.826 -3.652 -3.360
C6 3.475 -4.769 -2.879
C7 -2.408 2.559 -2.711
C8 1.338 -1.163 0.146
C9 -0.429 -2.705 -0.187
C10 2.040 -2.808 -2.466
C11 0.561 -0.426 1.004
C12 -1.255 -1.957 0.618
C13 3.323 -5.168 -1.556
C14 -1.820 3.517 -1.871
C15 0.954 -2.424 -0.396
C16 1.817 -3.290 -1.175
C17 -1.500 3.133 -0.589
C18 2.387 -4.489 -0.713
C19 -0.762 -0.824 1.279
N3 -0.820 4.203 0.156
N4 -1.592 1.552 1.295
C20 -0.229 5.842 2.101
C21 2.073 -4.953 0.755
C22 -1.387 0.275 3.398
C23 -1.704 0.187 1.902
H1 -3.165 0.485 -2.850
H2 2.911 -3.408 -4.407
H3 3.800 -5.425 -3.709
H4 -2.455 2.748 -3.774
H5 2.267 -0.714 -0.100
H6 -0.849 -3.548 -0.710
H7 1.414 -1.977 -2.883
H8 1.012 0.517 1.290
H9 -2.346 -2.056 0.562
H10 -0.420 4.878 -0.489
H11 -1.569 2.381 1.906
H12 -0.919 6.336 2.843
H13 0.527 5.293 2.630
H14 -0.671 1.129 3.550
H15 -2.359 0.588 3.906
H16 -0.988 -0.586 3.888
H17 -2.722 -0.168 1.853

Löwdin population analysis, charges in e, atoms 1 to 6: 0.15 0.02 0.07 0.09 0.21 0.14

(4)
Computed, not measured: a molecular structure, C26H72AlF3O13 at a distorted geometry, with ωB97M-V/def2-TZVPD.

Multiplicity: 2
Total charge: +3
Highest occupied orbital energy (spin up / spin down) in Ha: -0.562 / -0.562
Lowest unoccupied orbital energy (spin up / spin down) in eV: -12.80 / -13.52
Orbital gap (spin up / spin down) in eV: 2.486 / 1.773

Atoms and positions in Å:
Al1 0.305 2.437 -4.333
C1 1.184 0.369 -0.682
O1 -0.149 0.744 -0.289
O2 1.355 1.162 -1.834
C2 2.138 0.431 0.588
F1 3.400 0.272 0.322
F2 2.049 1.527 1.360
F3 1.872 -0.687 1.249
C3 -1.117 -0.326 -0.249
C4 -2.339 0.181 0.459
H1 -2.108 0.498 1.476
H2 -2.766 1.060 -0.022
H3 -3.247 -0.401 0.617
H4 -0.830 -1.170 0.379
H5 -1.365 -0.683 -1.248
H6 1.327 -0.663 -1.003
C5 -4.595 0.905 -4.304
C6 -3.479 0.513 -3.337
O3 -2.270 0.831 -3.905
H7 -5.524 0.571 -3.841
H8 -4.740 0.389 -5.253
H9 -4.747 1.980 -4.407
H10 -3.501 -0.567 -3.190
H11 -3.505 0.934 -2.332
H12 -2.455 1.134 -4.798
C7 3.481 3.958 3.386
C8 2.020 4.272 2.981
O4 1.598 5.165 4.005
H13 4.048 3.323 2.705
H14 3.368 3.322 4.264
H15 4.024 4.884 3.573
H16 1.265 3.489 2.910
H17 1.954 4.856 2.063
H18 1.239 4.628 4.715
C9 3.674 -3.369 -0.611
C10 2.948 -3.418 -1.971
O5 3.677 -4.161 -2.911
H19 2.979 -3.122 0.192
H20 4.533 -2.730 -0.814
H21 4.072 -4.362 -0.407
H22 2.706 -2.440 -2.388
H23 1.990 -3.882 -1.738
H24 3.057 -4.852 -3.156
C11 0.273 -4.666 1.077
C12 -0.633 -5.756 1.464
O6 -1.905 -5.550 0.819
H25 1.282 -4.733 1.485
H26 -0.114 -3.674 1.307
H27 0.524 -4.797 0.025
H28 -0.806 -5.961 2.521
H29 -0.230 -6.686 1.064
H30 -2.457 -6.321 0.970
C13 -1.714 -3.355 -3.168
C14 -2.638 -3.885 -2.049
O7 -2.108 -3.503 -0.750
H31 -1.698 -3.963 -4.072
H32 -0.657 -3.312 -2.905
H33 -2.088 -2.395 -3.524
H34 -2.583 -4.973 -2.008
H35 -3.612 -3.397 -1.999
H36 -2.152 -4.318 -0.245
C15 2.779 5.605 -0.754
C16 3.000 4.554 -1.821
O8 2.123 4.790 -2.904
H37 2.900 6.621 -1.129
H38 3.350 5.517 0.171
H39 1.765 5.515 -0.362
H40 2.619 3.635 -1.376
H41 4.050 4.466 -2.099
H42 2.074 5.715 -3.156
C17 6.260 0.050 -3.291
C18 4.963 -0.455 -2.758
O9 4.028 0.514 -2.879
H43 6.233 0.221 -4.367
H44 6.979 -0.744 -3.088
H45 6.644 0.969 -2.850
H46 5.297 -0.690 -1.748
H47 4.568 -1.373 -3.193
H48 3.265 0.524 -2.297
C19 -6.111 0.382 -0.782
C20 -7.434 0.862 -0.271
O10 -8.406 0.031 -0.758
H49 -6.056 0.419 -1.870
H50 -5.942 -0.665 -0.531
H51 -5.330 1.031 -0.386
H52 -7.733 1.821 -0.696
H53 -7.397 0.916 0.817
H54 -8.453 -0.666 -0.100
C21 3.168 0.417 4.224
C22 2.421 -0.832 4.878
O11 1.657 -1.653 3.905
H55 2.527 1.218 3.854
H56 3.774 0.025 3.407
H57 3.768 0.870 5.012
H58 1.707 -0.584 5.663
H59 3.156 -1.355 5.490
H60 2.198 -1.716 3.115
C23 -1.521 3.901 0.330
C24 -0.790 3.912 -0.963
O12 -1.285 2.880 -1.704
H61 -2.582 4.085 0.159
H62 -1.268 4.676 1.053
H63 -1.372 2.938 0.819
H64 0.268 3.651 -1.004
H65 -0.865 4.883 -1.452
H66 -1.116 2.061 -1.232
C25 -2.964 -1.373 4.708
C26 -1.608 -1.779 4.169
O13 -0.778 -2.206 5.202
H67 -3.586 -2.240 4.934
H68 -3.447 -0.773 3.936
H69 -2.832 -0.773 5.608
H70 -1.140 -0.890 3.748
H71 -1.870 -2.564 3.459
H72 0.136 -2.099 4.930

Löwdin population analysis, charges in e, atoms 1 to 6: 1.12 -0.24 -0.10 0.03 -0.57 0.20

(5)
Computed, not measured: a gas-phase ion, C16H25I2N4O2 (charge +1) at a distorted geometry, with ωB97M-V/def2-TZVPD.

Multiplicity: 1
Total charge: +1
SMILES: C[C@@H](I)[C@H](I)[C@@H]1NC(N)=[NH+][C@@H](CCCNCc2ccccc2O)O1
Highest occupied orbital energy in Ha: -0.391
Lowest unoccupied orbital energy in eV: -4.12
Orbital gap in eV: 6.514

Atoms and positions in Å:
C1 4.532 1.991 2.024
C2 3.268 1.152 1.384
I1 1.420 2.145 2.052
C3 3.417 1.097 -0.281
I2 3.620 3.075 -1.204
C4 2.254 0.176 -0.992
N1 2.837 -1.252 -1.048
C5 1.616 -2.075 -1.512
N2 1.487 -3.343 -1.003
N3 0.536 -1.562 -2.431
C6 0.757 -0.148 -2.904
C7 -0.662 0.659 -2.693
C8 -0.603 1.900 -1.627
C9 -2.191 2.373 -1.393
N4 -2.761 1.837 -0.094
C10 -3.482 0.519 -0.270
C11 -3.001 -0.440 1.011
C12 -1.396 -0.865 1.127
C13 -0.761 -1.759 2.348
C14 -1.786 -2.294 3.541
C15 -3.400 -1.908 3.439
C16 -4.003 -1.002 2.182
O1 -5.450 -0.723 2.159
O2 1.945 0.531 -2.383
H1 4.503 1.913 3.192
H2 4.459 3.127 1.749
H3 5.515 1.490 1.584
H4 3.301 0.078 1.847
H5 4.446 0.520 -0.462
H6 1.330 0.103 -0.276
H7 3.155 -1.560 -0.103
H8 0.800 -4.069 -1.303
H9 2.093 -3.580 -0.161
H10 0.586 -2.176 -3.289
H11 0.910 -0.216 -4.087
H12 -0.970 1.137 -3.743
H13 -1.479 -0.151 -2.464
H14 -0.214 1.615 -0.552
H15 -0.013 2.811 -2.105
H16 -2.872 2.100 -2.311
H17 -2.131 3.559 -1.291
H18 -2.057 1.810 0.677
H19 -4.653 0.659 -0.111
H20 -3.319 -0.005 -1.305
H21 -0.713 -0.465 0.234
H22 0.389 -1.978 2.360
H23 -1.309 -2.911 4.425
H24 -4.101 -2.319 4.302
H25 -5.852 -1.575 1.762

Löwdin population analysis, charges in e, atoms 1 to 6: -0.22 -0.78 0.81 -0.68 0.87 -0.36

(6)
Computed, not measured: a molecular structure, C15H11N2O4ReSSbSe4 at a distorted geometry, with ωB97M-V/def2-TZVPD.

Multiplicity: 1
Total charge: +3
Highest occupied orbital energy (spin up / spin down) in Ha: -0.644 / -0.644
Lowest unoccupied orbital energy (spin up / spin down) in eV: -13.29 / -13.30
Orbital gap (spin up / spin down) in eV: 4.243 / 4.209

Atoms and positions in Å:
Re1 -0.855 -1.720 -1.150
O1 -0.633 2.448 -1.058
S1 -1.241 1.415 -0.314
O2 -2.445 0.768 -1.110
N1 -0.239 0.091 -0.319
C1 1.098 0.301 -0.180
C2 1.704 1.441 0.351
C3 3.088 1.508 0.465
C4 3.886 0.446 0.095
C5 3.314 -0.726 -0.459
C6 4.068 -1.850 -0.838
C7 3.412 -2.917 -1.421
C8 2.044 -2.847 -1.642
N2 1.268 -1.817 -1.260
C9 1.908 -0.774 -0.643
C10 -1.749 1.835 1.330
C11 -1.411 3.116 1.749
C12 -1.680 3.471 3.061
C13 -2.273 2.558 3.922
C14 -2.607 1.284 3.480
C15 -2.343 0.907 2.171
H1 1.104 2.275 0.676
H2 3.535 2.407 0.861
H3 4.957 0.497 0.219
H4 5.136 -1.866 -0.668
H5 3.949 -3.805 -1.714
H6 1.565 -3.671 -2.159
H7 -0.973 3.820 1.059
H8 -1.424 4.461 3.406
H9 -2.494 2.850 4.937
H10 -3.078 0.583 4.151
H11 -2.627 -0.075 1.824
Se1 -4.987 -3.445 -3.219
Sb1 -2.935 -2.894 -4.368
Se2 -1.025 -3.551 -2.507
Se3 -2.035 -0.127 -2.649
Se4 -1.325 -2.592 -6.156
O3 -2.316 -1.843 -0.279
O4 -3.343 -1.961 0.358

Löwdin population analysis, charges in e, atoms 1 to 6: 1.09 -0.19 0.80 -0.69 -0.26 -0.26

(7)
Computed, not measured: C6H10N2O in the gas phase at a distorted geometry, with ωB97M-V/def2-TZVPD.

Multiplicity: 1
SMILES: CN[C@]12CC=NO[C@@H]1C2
Highest occupied orbital energy in Ha: -0.310
Lowest unoccupied orbital energy in eV: 0.86
Orbital gap in eV: 9.305

Atoms and positions in Å:
C1 -2.146 -0.283 -0.550
C2 0.195 0.394 0.515
C3 1.328 1.301 -0.069
C4 1.531 0.358 -1.323
C5 0.748 -1.082 0.646
C6 -0.245 -0.605 1.777
H1 -2.789 -0.291 0.393
H2 -1.825 -1.351 -0.838
H3 -2.735 -0.045 -1.382
H4 -1.399 1.490 0.226
H5 2.239 1.323 0.487
H6 1.471 2.284 -0.729
H7 2.092 0.837 -2.218
H8 1.658 -0.782 1.181
H9 -1.442 -0.632 1.635
H10 0.129 -0.883 2.712
N1 -1.015 0.707 -0.219
N2 1.370 -0.973 -1.647
O1 0.834 -1.767 -0.596

Löwdin population analysis, charges in e, atoms 1 to 6: -0.07 -0.37 -0.09 -0.12 -0.23 0.04

(8)
Computed, not measured: 16 unconnected molecules or ions with the total composition C27H48BrCl30NO6P at a distorted geometry, with ωB97M-V/def2-TZVPD.

Multiplicity: 1
Total charge: +1
Highest occupied orbital energy in Ha: -0.436
Lowest unoccupied orbital energy in eV: -4.73
Orbital gap in eV: 7.133

Atoms and positions in Å:
C1 -2.853 1.518 -0.524
C2 -3.721 0.432 -1.238
O1 -4.979 1.070 -1.497
C3 -3.130 -0.015 -2.618
O2 -2.633 -1.382 -2.661
N1 -1.726 -1.636 -1.687
C4 -0.695 -0.790 -1.456
C5 0.242 -1.016 -0.455
P1 1.595 0.246 -0.278
O3 2.060 0.600 -1.650
C6 0.107 -2.190 0.353
C7 1.092 -2.464 1.488
O4 1.649 -3.514 1.644
O5 1.364 -1.437 2.377
O6 0.251 -0.591 2.482
C8 -0.959 -3.059 0.064
C9 -1.887 -2.772 -0.965
C10 -3.003 -3.784 -1.213
C11 -4.447 -3.188 -1.272
C12 -5.377 -3.618 -0.100
Br1 -5.952 -2.055 0.965
H1 -3.472 2.239 0.032
H2 -2.246 0.980 0.240
H3 -2.187 2.063 -1.217
H4 -3.868 -0.388 -0.508
H5 -5.666 0.397 -1.612
H6 -3.966 0.027 -3.354
H7 -2.396 0.739 -2.962
H8 -0.558 0.112 -2.073
H9 2.701 -0.282 0.429
H10 0.991 1.374 0.334
H11 0.560 0.328 2.368
H12 -1.069 -3.977 0.656
H13 -2.800 -4.233 -2.211
H14 -2.888 -4.609 -0.490
H15 -4.470 -2.091 -1.320
H16 -4.911 -3.526 -2.220
H17 -4.967 -4.395 0.562
H18 -6.309 -4.002 -0.546
C13 2.139 -1.477 5.776
Cl1 0.530 -0.817 6.116
Cl2 2.495 -2.869 6.798
H19 2.176 -1.786 4.736
H20 2.879 -0.705 5.962
C14 2.470 1.928 -4.449
Cl3 1.214 3.011 -3.833
Cl4 2.229 1.570 -6.163
H21 3.436 2.406 -4.322
H22 2.438 1.002 -3.886
C15 -7.249 -5.117 3.721
Cl5 -7.378 -5.585 2.019
Cl6 -6.565 -3.497 3.902
H23 -8.241 -5.130 4.161
H24 -6.607 -5.827 4.232
C16 4.879 -4.000 2.269
Cl7 5.340 -2.408 1.640
Cl8 5.979 -5.257 1.700
H25 4.908 -3.971 3.353
H26 3.875 -4.232 1.932
C17 -2.642 0.307 4.477
Cl9 -2.378 1.493 3.188
Cl10 -3.502 -1.115 3.870
H27 -1.678 -0.005 4.866
H28 -3.229 0.770 5.265
C18 7.473 -1.926 -1.150
Cl11 7.460 -2.328 -2.872
Cl12 8.098 -0.294 -0.876
H29 6.460 -1.982 -0.768
H30 8.106 -2.636 -0.626
C19 10.099 -0.129 2.297
Cl13 11.802 -0.188 2.751
Cl14 9.358 -1.734 2.349
H31 9.574 0.521 2.991
H32 10.017 0.261 1.288
C20 10.238 -0.499 -3.928
Cl15 10.222 -0.905 -5.648
Cl16 10.859 1.134 -3.654
H33 9.225 -0.557 -3.546
H34 10.872 -1.209 -3.405
C21 -6.116 4.462 -0.687
Cl17 -5.389 4.013 0.861
Cl18 -4.892 4.691 -1.942
H35 -6.792 3.672 -0.999
H36 -6.662 5.391 -0.558
C22 -1.025 2.775 7.240
Cl19 -0.819 3.625 8.771
Cl20 -2.724 2.364 6.948
H37 -0.678 3.414 6.433
H38 -0.443 1.859 7.266
C23 -3.542 3.251 -5.481
Cl21 -1.826 3.217 -5.054
Cl22 -4.255 1.636 -5.370
H39 -4.063 3.912 -4.792
H40 -3.652 3.616 -6.497
C24 -6.735 5.490 -6.755
Cl23 -6.002 5.047 -5.205
Cl24 -5.509 5.702 -8.009
H41 -7.414 4.700 -7.058
H42 -7.278 6.421 -6.632
C25 2.419 6.732 -2.649
Cl25 2.720 7.637 -1.161
Cl26 0.716 6.293 -2.809
H43 2.703 7.347 -3.497
H44 3.013 5.824 -2.632
C26 -9.740 -3.753 -1.995
Cl27 -8.974 -4.171 -0.458
Cl28 -8.544 -3.604 -3.291
H45 -10.448 -4.533 -2.258
H46 -10.256 -2.805 -1.883
C27 13.168 1.749 5.907
Cl29 11.457 1.973 5.526
Cl30 13.393 0.590 7.221
H47 13.677 1.379 5.022
H48 13.588 2.704 6.205

Löwdin population analysis, charges in e, atoms 1 to 6: -0.04 -0.37 -0.06 -0.10 -0.01 0.00

Q: The highest multiplicity belongs to which entry?
A: C26H72AlF3O13

Q: multiplicity of number 7 (C6H10N2O)?
A: 1